Entry 1:
96
Properties=species:S:1:pos:R:3 method="wB97M-V/def2-TZVPD" energy_ha=-1843.5617
Rb -0.123 0.078 0.066
C 3.216 3.129 0.705
C 1.993 3.352 1.587
N 1.137 2.182 1.750
C 1.379 1.391 2.954
C 2.597 0.470 2.905
N 2.660 -0.317 1.684
C 3.479 -1.524 1.776
C 4.025 -1.997 0.430
C 3.015 -2.415 -0.638
N 2.220 -1.323 -1.209
C 2.985 -0.428 -2.075
C 3.466 0.838 -1.384
N 2.417 1.851 -1.312
C 2.944 3.116 -0.797
H 3.728 2.213 1.004
H 3.915 3.948 0.899
H 1.393 4.155 1.145
H 2.322 3.718 2.571
H 0.170 2.489 1.777
H 0.481 0.793 3.120
H 1.487 2.038 3.840
H 2.546 -0.158 3.809
H 3.523 1.052 2.989
H 1.727 -0.603 1.423
H 2.927 -2.344 2.260
H 4.328 -1.299 2.427
H 4.653 -2.873 0.626
H 4.700 -1.240 0.022
H 2.312 -3.136 -0.221
H 3.570 -2.935 -1.435
H 1.466 -1.733 -1.749
H 2.352 -0.146 -2.925
H 3.850 -0.954 -2.507
H 4.355 1.223 -1.914
H 3.763 0.595 -0.366
H 2.086 2.012 -2.258
H 2.226 3.910 -1.030
H 3.879 3.375 -1.320
C -1.664 3.253 -0.360
C -2.401 4.506 -0.901
N -2.721 4.330 -2.317
C -3.555 3.139 -2.470
C -2.794 1.887 -1.963
N -1.476 2.270 -1.437
C -0.708 2.910 -2.511
C -1.480 4.137 -3.063
H -2.218 2.771 0.446
H -0.675 3.514 0.027
H -1.787 5.403 -0.800
H -3.331 4.681 -0.357
H -3.821 3.038 -3.524
H -4.480 3.294 -1.912
H -2.648 1.166 -2.765
H -3.343 1.380 -1.165
H -0.526 2.166 -3.293
H 0.258 3.201 -2.098
H -1.732 4.008 -4.118
H -0.884 5.048 -2.978
C -0.061 -7.205 1.750
C -1.284 -6.590 2.001
C -1.397 -5.212 1.966
C -0.292 -4.409 1.674
C 0.927 -5.037 1.435
C 1.046 -6.420 1.473
C -0.416 -2.925 1.646
C -1.482 -2.263 2.060
C -1.907 -0.987 2.410
C -1.558 -0.438 3.683
C -2.026 0.784 4.108
C -2.871 1.569 3.319
C -3.244 1.050 2.082
C -2.781 -0.172 1.629
H 0.025 -8.284 1.778
H -2.154 -7.194 2.229
H -2.340 -4.719 2.169
H 1.808 -4.435 1.250
H 2.009 -6.882 1.291
H 0.530 -2.479 1.259
H -0.923 -1.026 4.336
H -1.724 1.141 5.087
H -3.257 2.515 3.671
H -3.935 1.600 1.449
H -3.129 -0.536 0.667
N -3.384 -0.639 -4.912
C -2.970 -1.303 -3.776
C -1.661 -1.161 -3.287
N -1.277 -1.738 -2.166
C -2.176 -2.476 -1.504
C -3.466 -2.602 -1.990
N -3.869 -2.022 -3.119
H -2.682 -0.454 -5.610
H -4.261 -0.968 -5.283
H -0.934 -0.559 -3.824
H -1.870 -2.939 -0.574
H -4.196 -3.189 -1.447

---

Entry 2:
54
Properties=species:S:1:pos:R:3 method="wB97M-V/def2-TZVPD" smiles="CCn1c(C)nc2cc(C(=O)NNC(=O)CCC3CCCCC3)ccc21" energy_ha=-1148.4753
C 6.063 2.277 0.853
C 6.148 0.760 0.696
N 5.018 0.242 -0.029
C 4.918 0.007 -1.379
C 6.056 0.186 -2.312
N 3.736 -0.395 -1.741
C 2.982 -0.431 -0.597
C 1.652 -0.780 -0.413
C 1.141 -0.712 0.876
C -0.275 -1.010 1.186
O -0.871 -0.561 2.155
N -0.894 -1.892 0.356
N -2.273 -2.060 0.498
C -3.052 -2.136 -0.613
O -2.569 -2.363 -1.706
C -4.537 -2.028 -0.342
C -4.969 -0.785 0.445
C -4.777 0.545 -0.294
C -3.303 0.911 -0.478
C -3.151 2.265 -1.168
C -3.859 3.359 -0.378
C -5.333 3.009 -0.214
C -5.483 1.661 0.484
C 1.944 -0.293 1.950
C 3.267 0.050 1.785
C 3.781 -0.023 0.500
H 6.918 2.643 1.413
H 5.153 2.551 1.382
H 6.050 2.761 -0.121
H 7.062 0.486 0.164
H 6.168 0.285 1.682
H 6.877 -0.483 -2.051
H 5.716 -0.047 -3.316
H 6.423 1.211 -2.287
H 1.056 -1.055 -1.268
H -0.557 -2.155 -0.561
H -2.589 -1.647 1.369
H -5.042 -2.050 -1.308
H -4.833 -2.920 0.215
H -4.448 -0.738 1.404
H -6.034 -0.898 0.668
H -5.240 0.463 -1.284
H -2.806 0.157 -1.089
H -2.810 0.946 0.497
H -2.090 2.503 -1.270
H -3.578 2.208 -2.172
H -3.756 4.318 -0.891
H -3.396 3.453 0.607
H -5.841 3.783 0.366
H -5.806 2.964 -1.198
H -6.544 1.420 0.593
H -5.051 1.725 1.485
H 1.484 -0.243 2.925
H 3.870 0.367 2.624

---

Entry 3:
52
Properties=species:S:1:pos:R:3 method="wB97M-V/def2-TZVPD" total_charge=+1 energy_ha=-1225.7623 multiplicity=2 s_squared=0.754
C 0.468 -0.376 -1.391
O 0.914 -1.733 -1.347
C 0.050 0.070 -0.061
C -1.182 0.903 -0.047
C -1.629 1.069 1.476
O -1.857 -0.243 2.058
H 1.485 0.103 -1.694
H -0.097 -0.132 -2.312
H 0.707 -2.117 -0.467
H 0.801 0.767 0.375
H 0.224 -0.752 0.669
H -2.058 0.401 -0.473
H -0.985 1.839 -0.598
H -2.571 1.567 1.581
H -0.778 1.407 2.101
H -0.992 -0.665 2.118
H -1.002 3.264 -3.552
H -1.404 1.807 -3.478
O -0.616 2.384 -3.667
H -4.318 -0.710 -1.799
H -3.481 -2.028 -1.325
O -3.610 -1.334 -1.987
H 2.631 2.611 3.325
H 2.083 3.210 1.978
O 2.383 2.404 2.419
H 1.346 2.910 -0.409
H 1.540 4.367 -0.154
O 1.274 3.568 0.317
H -3.103 -1.128 1.465
H -3.237 -2.511 1.110
O -3.723 -1.702 0.888
H 1.148 -0.336 3.321
H 1.641 0.448 2.254
O 1.473 -0.497 2.419
H 0.595 2.537 -2.621
H 2.130 2.150 -2.717
O 1.460 2.502 -2.119
H 4.322 0.676 -0.922
H 4.215 0.764 0.661
O 4.437 0.204 -0.089
H 1.879 -2.375 3.466
H 0.380 -2.495 3.200
O 1.024 -2.395 3.904
H 2.955 -3.578 0.278
H 2.622 -2.211 0.884
O 2.582 -3.162 1.065
H -1.489 -4.737 0.298
H -0.995 -3.549 -0.544
O -1.669 -3.810 0.091
H -2.708 0.044 -4.064
H -2.754 -0.018 -2.579
O -2.511 0.618 -3.306

---

Entry 4:
14
Properties=species:S:1:pos:R:3 method="wB97M-V/def2-TZVPD" energy_ha=-1098.7589
C 0.006 0.393 -0.042
C 1.486 0.953 -0.262
O 2.399 0.136 0.261
N 2.195 -1.416 -0.381
O 2.225 -1.475 -1.567
O 2.255 -2.193 0.523
Cl 1.617 2.554 0.440
O 0.010 -0.742 -0.667
O -4.193 -0.029 1.946
N -3.979 -0.105 0.729
O -4.761 -0.615 -0.076
H -0.251 0.459 1.052
H -0.664 1.050 -0.606
H 1.656 1.030 -1.352